--- 1 ---
Computed, not measured: 4 unconnected molecules or ions with the total composition C2H14N2O3, with wB97M-V/def2-TZVPD.

XYZ file:
```
21
Properties=species:S:1:pos:R:3
O -2.72 2.88 1.96
O 5.53 0.39 -0.22
O -6.43 -0.05 -3.13
N -0.41 -0.07 -1.02
N 1.07 -0.33 0.92
C 0.41 -0.95 -0.24
C 2.18 -1.10 1.49
H -1.92 2.47 1.67
H -6.49 -0.39 -2.23
H 2.68 -1.65 0.68
H -1.02 0.54 -0.48
H 0.19 0.70 -1.35
H 5.28 0.10 0.67
H 1.75 -1.85 2.15
H -0.21 -1.80 0.05
H 2.89 -0.37 1.86
H -3.47 2.43 1.55
H 1.27 -1.30 -0.85
H 1.36 0.60 0.67
H -6.56 -0.88 -3.58
H 4.63 0.63 -0.57
```

Output
LUMO level, eV: 0.36
SMILES: CNCN.O.O.O
HOMO, eV: -9.13


--- 2 ---
Computed, not measured: 4 unconnected molecules or ions with the total composition C2H14N2O3, with wB97M-V/def2-TZVPD.

XYZ file:
```
21
Properties=species:S:1:pos:R:3
O -2.01 0.04 1.69
O 5.84 -2.98 3.25
O -2.87 3.80 1.11
N 0.10 0.39 -0.12
N -0.89 0.36 -2.81
C -0.91 -0.89 -1.97
C 0.38 -0.75 -0.95
H -1.84 -0.97 -1.40
H 6.12 -2.43 2.60
H -0.33 -0.04 -3.57
H -2.09 0.57 2.55
H -3.89 3.82 1.19
H -2.76 3.03 0.48
H -0.36 1.13 -0.67
H 5.34 -2.56 3.88
H 0.56 -1.71 -0.54
H 0.60 0.14 0.79
H -0.68 -1.73 -2.62
H 1.20 -0.63 -1.66
H -0.17 1.00 -2.36
H -1.35 0.41 1.12
```

Output
LUMO level, eV: 0.58
SMILES: NCCN.O.O.O
HOMO, eV: -9.21


Energetically preferred structure: 1 | next structure: +123.7 kJ/mol


--- 1 ---
Computed, not measured: 4 unconnected molecules or ions with the total composition C2H14N2O3, with wB97M-V/def2-TZVPD.

XYZ file:
```
21
Properties=species:S:1:pos:R:3
O -2.21 -0.99 0.91
O 1.69 1.97 2.31
O 0.61 -0.97 2.35
N 0.15 1.83 -0.51
N -0.66 -0.08 -1.61
C 0.54 0.58 -1.10
C -0.39 -1.48 -1.93
H -1.28 -1.96 -2.34
H -0.09 -2.03 -1.04
H -1.83 -0.55 0.13
H -0.63 1.63 0.11
H -0.20 -0.50 2.60
H 0.43 -1.61 -2.64
H 0.73 -0.75 1.42
H -0.96 0.39 -2.44
H 0.98 -0.14 -0.40
H 1.49 2.31 3.19
H 2.00 1.07 2.46
H 1.27 0.75 -1.91
H -2.54 -1.81 0.51
H 0.89 2.34 -0.07
```

Output
LUMO level, eV: 0.76
SMILES: CNCN.O.O.O
HOMO, eV: -9.32


--- 2 ---
Computed, not measured: a molecular structure, C2H14N2O3, with wB97M-V/def2-TZVPD.

XYZ file:
```
21
Properties=species:S:1:pos:R:3
O -1.21 1.34 0.95
O -1.51 -0.04 -1.29
O 1.41 1.41 0.52
N -0.02 -0.17 -0.44
N 2.28 -0.64 -0.68
C 1.00 -0.76 -1.29
C 0.00 -0.67 0.91
H 3.00 -0.67 -1.38
H -3.67 0.36 1.41
H -1.44 0.78 0.17
H -0.24 1.57 0.79
H -0.69 -0.07 1.50
H 1.81 2.08 1.10
H -3.55 -0.29 1.05
H 2.21 0.23 -0.05
H -2.01 -0.86 -1.45
H 0.97 -0.34 -2.30
H -0.26 -1.72 0.94
H 1.02 -0.53 1.33
H 0.72 -1.82 -1.38
H 0.16 0.82 -0.40
```

Output
LUMO level, eV: -1.43
HOMO, eV: -8.88


--- 3 ---
Computed, not measured: 4 unconnected molecules or ions with the total composition C2H14N2O3, with wB97M-V/def2-TZVPD.

XYZ file:
```
21
Properties=species:S:1:pos:R:3
O 5.92 1.15 -3.20
O 4.48 -1.18 -1.56
O -0.35 1.15 -0.44
N -3.19 0.52 1.66
N -2.37 -1.12 -0.11
C -2.92 -0.91 1.27
C -3.25 0.40 3.12
H -3.80 -1.46 1.42
H -4.19 0.76 1.32
H -3.31 1.33 3.60
H -0.24 2.06 0.03
H 5.40 0.69 -2.53
H 5.67 0.79 -4.06
H -2.39 -0.12 3.44
H 3.75 -1.77 -1.52
H 0.58 0.88 -0.51
H 5.08 -1.73 -1.02
H -2.21 -1.47 1.93
H -3.02 -0.89 -0.88
H -4.23 -0.07 3.43
H -1.50 -0.55 -0.22
```

Output
LUMO level, eV: 0.34
SMILES: CNCN.O.O.O
HOMO, eV: -8.95


Energetically preferred structure: 1 | next structure: +114.5 kJ/mol


--- 1 ---
Computed, not measured: a single C5H6ClNS molecule, with wB97M-V/def2-TZVPD.

XYZ file:
```
14
Properties=species:S:1:pos:R:3
Cl -1.82 -2.08 -0.66
S 1.78 0.32 -0.57
N -0.71 0.31 0.51
C 0.24 -0.28 -0.26
C -0.15 -1.60 -0.93
C 0.40 2.38 1.31
C -0.62 1.50 1.19
C 0.57 -2.40 -1.69
H -1.53 1.83 1.70
H 1.62 -2.18 -1.88
H 0.27 3.30 1.89
H -1.59 -0.21 0.53
H 0.10 -3.24 -2.15
H 1.44 2.35 0.99
```

Output
LUMO level, eV: -0.43
SMILES: C=CNC(=S)C(=C)Cl
HOMO, eV: -8.52


--- 2 ---
Computed, not measured: a molecular structure, C5H6ClNS, with wB97M-V/def2-TZVPD.

XYZ file:
```
14
Properties=species:S:1:pos:R:3
Cl -0.51 2.09 1.76
S 0.20 -1.49 -1.86
N -0.22 0.88 -1.06
C 0.93 0.62 -0.12
C -0.99 0.02 0.04
C 0.00 0.53 1.15
C 0.91 -1.00 -0.28
C -0.53 -1.27 -0.30
H 1.81 1.11 -0.28
H -1.13 -2.17 0.08
H 1.87 -1.48 -0.06
H -2.03 0.33 -0.03
H -0.47 1.95 -0.99
H 0.14 -0.14 1.95
```

Output
LUMO level, eV: 0.88
HOMO, eV: -8.13


Energetically preferred structure: 1 | next structure: +216.7 kJ/mol


--- 1 ---
Computed, not measured: a molecular structure, C37H27BaCl2N5O6PSSe2, with wB97M-V/def2-TZVPD.

XYZ file:
```
82
Properties=species:S:1:pos:R:3
Ba 0.67 0.91 -0.60
Se 1.02 -1.99 0.59
Se -1.88 -0.12 1.92
Cl 5.11 -0.92 -1.82
Cl 8.02 3.60 -2.03
S -2.39 -1.79 -1.64
P -0.66 -1.87 1.95
O 1.81 3.48 -0.97
O -1.28 4.32 1.29
O 2.86 0.93 -1.31
O 0.87 4.96 4.94
O -0.60 5.40 3.31
O -0.85 2.53 0.02
N -2.89 -0.53 -4.34
N -1.51 -0.53 -2.40
N 0.19 1.20 -3.55
N 1.88 2.80 3.61
N 1.30 1.82 1.74
C -0.95 0.95 -4.19
C 0.36 4.69 3.87
C 4.11 2.93 -1.39
C -2.82 -3.51 2.54
C -2.26 -5.42 0.62
C 3.23 0.80 2.91
C 2.97 3.81 -1.13
C 0.06 -2.11 3.62
C -0.40 2.56 -5.88
C -1.29 1.62 -5.37
C 0.45 2.89 1.95
C 5.34 3.57 -1.56
C -3.37 -5.56 1.42
C -6.09 -2.77 -2.86
C 6.38 1.44 -1.89
C 1.28 -2.46 6.10
C -6.19 -2.15 -4.09
C 0.79 2.79 -5.22
C 2.15 1.80 2.75
C 0.04 -1.09 4.56
C -4.93 -2.63 -2.11
C -1.42 -4.32 0.78
C -5.13 -1.39 -4.57
C -0.66 3.28 1.01
C -1.69 -3.36 1.74
C 1.29 -3.49 5.16
C -3.97 -1.27 -3.83
C -3.86 -1.90 -2.60
C 0.82 3.51 3.11
C 3.97 1.51 -1.46
C 1.03 2.09 -4.05
C -1.83 -0.11 -3.56
C 6.47 2.82 -1.81
C -3.65 -4.60 2.39
C 0.65 -1.26 5.79
C 5.18 0.80 -1.72
C 0.70 -3.31 3.93
H 3.09 0.22 3.82
H -2.03 -6.15 -0.14
H -0.54 -4.20 0.15
H -0.83 5.01 2.38
H 1.78 -4.43 5.40
H 3.17 0.10 2.07
H -5.21 -0.90 -5.53
H 2.34 3.04 4.47
H 0.74 -4.11 3.20
H 1.94 2.23 -3.48
H -3.06 -0.05 -5.20
H -4.52 -4.71 3.02
H -3.06 -2.74 3.27
H -4.85 -3.10 -1.14
H -2.23 1.46 -5.88
H -7.09 -2.24 -4.68
H 5.40 4.65 -1.49
H -4.03 -6.41 1.30
H -0.46 -0.17 4.30
H -0.65 3.09 -6.79
H 4.21 1.26 2.93
H 7.27 0.85 -2.09
H -6.91 -3.35 -2.47
H 1.75 -2.59 7.06
H 0.63 -0.46 6.51
H 1.51 3.50 -5.58
H 3.23 4.89 -1.09
```

Output
LUMO level, eV: 1.73
Total charge: -1
HOMO, eV: -4.92


--- 2 ---
Computed, not measured: a molecular structure, C37H27BaCl2N5O6PSSe2, with wB97M-V/def2-TZVPD.

XYZ file:
```
82
Properties=species:S:1:pos:R:3
Ba 0.66 0.73 0.22
Se -2.66 -0.93 -0.62
Se -1.02 2.33 -1.74
Cl 8.19 2.72 -1.14
Cl 3.61 4.60 0.98
S 1.47 -2.63 2.26
P -2.76 1.04 -1.47
O -1.30 1.43 1.39
O -2.20 2.59 3.08
O 0.12 2.72 6.86
O 2.95 -0.70 -0.43
O -1.68 3.07 5.60
O 2.54 1.97 0.20
N 0.77 -2.17 0.79
N 1.54 -4.07 -0.37
N 1.06 1.08 2.78
N 0.49 -1.15 -1.95
N 1.53 1.60 4.85
C -4.65 0.83 -5.69
C -3.76 3.18 0.07
C -4.76 3.87 0.74
C 2.69 -6.42 2.89
C 2.29 -5.10 3.07
C -3.69 2.10 -3.89
C 2.69 -6.96 1.62
C -0.86 -2.94 -3.60
C 3.77 2.10 -0.06
C 5.91 1.25 -0.96
C -0.37 -3.34 -2.36
C -0.46 2.63 5.79
C 2.29 -6.18 0.53
C -3.51 0.94 -3.15
C -1.30 1.92 2.54
C 1.99 1.06 3.70
C 4.47 3.31 0.21
C 0.24 2.01 4.64
C -6.35 2.19 0.09
C -6.06 3.38 0.74
C -4.48 -0.33 -4.95
C 1.92 -4.86 0.72
C 5.79 3.49 -0.11
C -4.26 2.05 -5.15
C 4.56 1.06 -0.62
C 3.36 0.53 3.51
C -3.92 -0.27 -3.69
C -0.64 -1.64 -4.00
C 0.04 -0.79 -3.15
C 0.30 -2.41 -1.58
C 0.88 -2.86 -0.26
C -5.34 1.50 -0.56
C 6.51 2.46 -0.72
C -4.04 2.00 -0.58
C 1.92 -4.31 2.00
C 4.03 -0.29 -0.80
C -0.05 1.68 3.34
H 2.99 -7.01 3.74
H 2.99 -7.98 1.46
H -5.10 0.79 -6.68
H 2.27 -6.60 -0.46
H -4.39 2.97 -5.72
H -0.56 -4.34 -1.99
H 3.48 0.23 2.48
H -2.74 3.55 0.08
H -1.00 -1.27 -4.95
H -3.78 -1.17 -3.09
H 2.01 1.73 5.73
H -4.52 4.78 1.27
H -1.97 2.89 4.63
H 0.19 0.25 -3.41
H -6.84 3.92 1.26
H 6.28 4.43 0.10
H 1.59 -4.48 -1.29
H 2.28 -4.67 4.07
H 4.11 1.29 3.74
H -1.42 -3.63 -4.22
H -7.35 1.80 0.10
H -4.80 -1.28 -5.36
H -3.36 3.05 -3.48
H 6.47 0.44 -1.41
H 4.73 -0.98 -1.30
H 3.55 -0.34 4.15
H -5.56 0.55 -1.04
```

Output
LUMO level, eV: 1.87
Total charge: -1
HOMO, eV: -4.97


--- 3 ---
Computed, not measured: a molecular structure, C37H27BaCl2N5O6PSSe2, with wB97M-V/def2-TZVPD.

XYZ file:
```
82
Properties=species:S:1:pos:R:3
Ba -1.24 -0.70 -0.21
Se 0.78 1.82 0.97
Se 1.60 -1.75 1.33
Cl -3.00 -8.40 1.17
Cl -3.44 -3.56 3.52
S 2.53 -0.41 -1.92
P 2.02 0.29 1.83
O -0.86 -3.06 -1.44
O -2.12 -2.61 1.08
O -7.80 2.09 1.02
O -5.68 -0.53 -1.75
O -7.55 0.71 -0.72
O -3.48 -0.80 -1.47
N -5.14 1.88 1.70
N -3.48 0.80 0.78
N 1.74 1.92 -3.53
N 0.95 0.04 -2.35
N -1.48 1.56 -2.26
C 4.69 -0.27 -3.63
C 2.50 1.70 4.19
C 3.47 0.27 -3.26
C 2.00 0.51 3.65
C -5.67 1.21 0.64
C 5.49 1.79 0.23
C -4.63 0.53 0.07
C -2.29 -3.85 1.07
C 1.47 -0.45 4.49
C 2.47 1.91 5.55
C -3.13 -5.88 2.20
C 0.75 1.10 -3.01
C 4.75 -0.18 2.03
C 3.78 0.62 1.44
C -7.12 1.35 0.32
C -1.20 -4.21 -1.18
C -2.74 1.93 -2.48
C 6.46 1.00 0.82
C 5.45 0.33 -4.63
C 4.15 1.61 0.54
C -3.81 1.61 1.76
C 1.43 -0.23 5.87
C -2.92 -4.53 2.17
C 3.72 1.98 -4.93
C 1.94 0.94 6.39
C -1.88 -4.71 0.00
C -2.35 2.23 -4.81
C 4.97 1.46 -5.27
C -0.65 1.53 -3.30
C 6.09 0.01 1.73
C -2.90 2.15 2.80
C -2.11 -6.10 0.04
C -2.72 -6.67 1.12
C 2.99 1.40 -3.92
C -1.04 1.87 -4.59
C -3.22 2.27 -3.73
C -4.59 -0.35 -1.14
H 1.42 2.72 -4.04
H 3.38 2.22 0.08
H 1.01 -0.99 6.52
H -3.62 -6.34 3.05
H 5.78 2.55 -0.49
H -5.69 2.47 2.31
H 5.05 -1.16 -3.13
H 2.87 2.83 5.96
H -1.78 -6.71 -0.79
H -0.33 1.81 -5.41
H -2.96 3.24 2.85
H 6.84 -0.61 2.19
H 4.45 -0.96 2.72
H 1.09 -1.37 4.07
H -2.70 2.47 -5.81
H 1.91 1.11 7.46
H 5.55 1.93 -6.05
H 3.33 2.85 -5.45
H 6.41 -0.08 -4.89
H 7.50 1.14 0.57
H -0.97 -5.00 -1.92
H -6.76 0.15 -1.17
H 2.90 2.45 3.52
H -4.26 2.55 -3.86
H -1.87 1.88 2.54
H -3.38 1.96 -1.61
H -3.13 1.74 3.78
```

Output
LUMO level, eV: 1.92
Total charge: -1
HOMO, eV: -5.24


Energetically preferred structure: 3 | next structure: +110.7 kJ/mol


--- 1 ---
Computed, not measured: 2 unconnected molecules or ions with the total composition C5H7NO, with wB97M-V/def2-TZVPD.

XYZ file:
```
14
Properties=species:S:1:pos:R:3
O -0.52 2.18 1.71
N -0.48 0.09 -0.09
C -0.15 -0.28 1.27
C -1.42 -0.55 -0.68
C -1.42 2.91 1.42
C -2.31 3.70 1.01
C 0.22 1.23 -0.71
H -0.30 -1.41 1.26
H -3.21 4.15 0.85
H 0.94 0.06 1.37
H -0.62 1.68 -1.25
H 0.74 1.81 0.05
H -0.77 0.35 2.06
H 1.03 0.90 -1.31
```

Output
LUMO level (alpha / beta), eV: 0.68 / -2.80
⟨S²⟩: 2.0174
2S+1: 3
HOMO (alpha / beta), eV: -7.00 / -9.99


--- 2 ---
Computed, not measured: a single C5H7NO molecule, with wB97M-V/def2-TZVPD.

XYZ file:
```
14
Properties=species:S:1:pos:R:3
O -0.73 -0.67 -1.28
N -1.33 2.41 -0.76
C 1.41 0.35 -0.67
C -0.09 0.18 -0.34
C -0.72 1.48 -0.46
C -0.77 -1.40 1.49
C -0.25 -0.24 1.16
H -1.11 -2.08 0.68
H 1.45 0.99 -1.47
H -0.53 -0.26 -2.19
H 1.99 0.96 0.14
H -0.18 0.58 1.81
H -0.98 -1.65 2.55
H 1.83 -0.68 -0.66
```

Output
LUMO level (alpha / beta), eV: 0.68 / -2.67
⟨S²⟩: 2.0058
2S+1: 3
HOMO (alpha / beta), eV: -5.82 / -11.34


--- 3 ---
Computed, not measured: a single C5H7NO molecule, with wB97M-V/def2-TZVPD.

XYZ file:
```
14
Properties=species:S:1:pos:R:3
O 1.56 -0.31 0.44
N -0.37 -2.93 1.21
C -0.23 1.25 0.63
C 0.44 -0.07 0.71
C -0.18 -2.31 2.26
C -0.69 -1.45 1.23
C -0.67 1.66 -0.82
H 0.53 1.93 1.04
H 0.20 -2.42 3.22
H -1.67 -1.11 1.24
H 0.19 1.86 -1.39
H -1.19 1.23 1.26
H -1.24 2.61 -0.61
H -1.38 0.89 -1.14
```

Output
LUMO level (alpha / beta), eV: 0.95 / -2.24
⟨S²⟩: 2.0109
2S+1: 3
HOMO (alpha / beta), eV: -5.24 / -10.72


Energetically preferred structure: 2 | next structure: +73.3 kJ/mol


--- 1 ---
Computed, not measured: a single C2H4P2 molecule, with wB97M-V/def2-TZVPD.

XYZ file:
```
8
Properties=species:S:1:pos:R:3
P -0.96 0.19 -0.54
P -0.26 -0.21 1.49
C 1.50 0.25 -2.06
C 0.56 0.02 -1.32
H 2.48 0.50 -2.38
H -1.60 -1.17 -0.77
H 0.30 -1.62 1.11
H -1.56 -0.64 1.71
```

Output
LUMO level, eV: 0.68
SMILES: C#C[PH]#[PH2]
HOMO, eV: -9.04


--- 2 ---
Computed, not measured: 2 unconnected molecules or ions with the total composition C2H4P2, with wB97M-V/def2-TZVPD.

XYZ file:
```
8
Properties=species:S:1:pos:R:3
P 0.10 0.07 -3.15
P -0.57 -0.78 1.35
C -1.61 0.35 0.61
C -1.27 -0.11 -2.44
H -1.16 1.22 0.19
H -2.58 0.35 0.32
H -1.65 -1.62 1.53
H -2.24 -0.18 -2.05
```

Output
LUMO level, eV: -0.06
SMILES: C#P.C=P
HOMO, eV: -9.41


Energetically preferred structure: 1 | next structure: +72.9 kJ/mol


--- 1 ---
Computed, not measured: a single C4H3FN2O molecule, with wB97M-V/def2-TZVPD.

XYZ file:
```
11
Properties=species:S:1:pos:R:3
F -0.12 2.76 0.96
O 0.22 -1.11 -1.85
N -0.35 -0.56 1.73
N -0.24 0.75 1.82
C -0.01 1.42 0.74
C 0.17 0.87 -0.60
C -0.10 -1.07 0.54
C 0.10 -0.50 -0.71
H 0.51 1.67 -1.33
H -0.23 -2.12 0.51
H 0.04 -2.10 -1.83
```

Output
LUMO level, eV: 0.23
SMILES: Oc1cnnc(F)c1
HOMO, eV: -9.93


--- 2 ---
Computed, not measured: a single C4H3FN2O molecule, with wB97M-V/def2-TZVPD.

XYZ file:
```
11
Properties=species:S:1:pos:R:3
F -0.07 1.98 -0.53
O -2.39 -0.22 -0.94
N -0.43 -1.04 -0.12
N 2.79 -0.09 -0.90
C 1.75 -0.07 -0.40
C -1.39 -0.10 -0.27
C 0.60 -0.22 0.49
C -0.50 0.99 0.30
H -0.87 1.30 1.35
H -0.36 -2.04 -0.41
H 0.88 -0.48 1.44
```

Output
LUMO level, eV: 0.46
SMILES: N#C[C@@H]1NC(=O)[C@@H]1F
HOMO, eV: -10.76


--- 3 ---
Computed, not measured: a single C4H3FN2O molecule, with wB97M-V/def2-TZVPD.

XYZ file:
```
11
Properties=species:S:1:pos:R:3
F -0.09 -1.36 -1.52
O -1.05 1.38 -0.10
N 3.31 0.25 0.85
N 0.35 1.47 -0.17
C -0.12 -0.72 -0.31
C -1.43 -0.03 0.05
C 2.19 0.23 0.40
C 0.91 0.36 -0.15
H -0.15 -1.33 0.57
H -1.68 0.00 1.09
H -2.25 -0.25 -0.70
```

Output
LUMO level, eV: -0.48
SMILES: N#CC1=NOC[C@H]1F
HOMO, eV: -10.55


Energetically preferred structure: 2 | next structure: +7.8 kJ/mol


--- 1 ---
Computed, not measured: a single CH2O2S molecule, with wB97M-V/def2-TZVPD.

XYZ file:
```
6
Properties=species:S:1:pos:R:3
S -0.24 0.03 -1.10
O 1.04 0.86 0.92
O -0.11 -1.02 0.96
C 0.32 0.11 0.37
H -0.32 1.44 -1.22
H -0.69 -1.41 0.07
```

Output
LUMO level, eV: 0.03
SMILES: O=C(O)S
HOMO, eV: -10.63


--- 2 ---
Computed, not measured: 2 unconnected molecules or ions with the total composition CH2O2S, with wB97M-V/def2-TZVPD.

XYZ file:
```
6
Properties=species:S:1:pos:R:3
S -0.34 0.56 -0.97
O -1.25 0.80 0.24
O -0.16 -1.50 2.21
C -0.55 -0.96 1.27
H -0.21 -1.11 0.07
H 0.90 1.26 -0.41
```

Output
LUMO level (alpha / beta), eV: -0.43 / -0.43
HOMO (alpha / beta), eV: -9.24 / -9.24


--- 3 ---
Computed, not measured: a molecular structure, CH2O2S, with wB97M-V/def2-TZVPD.

XYZ file:
```
6
Properties=species:S:1:pos:R:3
S -0.97 -0.12 0.70
O 0.00 1.17 0.23
O -0.47 -0.99 1.76
C 0.16 0.16 -0.64
H 1.23 -0.67 -0.26
H 0.05 0.46 -1.80
```

Output
LUMO level, eV: 0.54
HOMO, eV: -10.40


--- 4 ---
Computed, not measured: a single CH2O2S molecule, with wB97M-V/def2-TZVPD.

XYZ file:
```
6
Properties=species:S:1:pos:R:3
S -0.53 0.15 0.57
O 0.06 -2.55 1.00
O -0.49 -1.38 1.16
C 0.19 1.04 -0.66
H 0.94 0.69 -1.33
H -0.17 2.05 -0.73
```

Output
LUMO level (alpha / beta), eV: -1.25 / -0.82
HOMO (alpha / beta), eV: -8.13 / -9.29


Energetically preferred structure: 1 | next structure: +167.5 kJ/mol